(1)
54
Properties=species:S:1:pos:R:3 method="wB97M-V/def2-TZVPD" e_above_lowest_kcal_mol=130.2 lumo_energy_ev=-4.034 energy_ha=-2878.1051 e_homo_ev=-7.72 charge=+1
Ca 0.84520 -0.34656 0.76400
P -1.35309 -2.25113 -0.87999
C -0.38638 -2.64724 -2.36663
C 0.61776 -1.71745 -2.74425
N 0.99443 -0.54657 -2.05237
C 1.62492 0.39378 -2.79129
C 1.92742 0.20423 -4.15504
C 1.66256 -0.98727 -4.83076
C 1.08332 -1.97886 -4.06920
C 2.02143 1.76472 -2.20996
P 2.23598 1.82449 -0.36308
H 0.88394 -2.95287 -4.51401
H 2.38265 1.00790 -4.71644
H 1.89575 -1.16300 -5.88887
H 2.95199 2.14825 -2.66791
H 1.24360 2.51645 -2.43473
H 1.52479 -3.72078 -0.43344
H -0.03480 -3.68778 -2.51983
H 3.38612 -1.33912 2.80331
O 1.80082 -3.07194 0.21266
H 2.76567 -3.19870 0.22418
H 0.29721 0.60295 2.83362
O 3.23886 -0.42430 2.48091
H 3.36464 0.12801 3.28204
C 4.02093 1.41985 -0.27185
H 4.64230 2.21716 -0.70383
H 4.29850 1.28580 0.78239
H 4.21932 0.48193 -0.80887
C 2.29200 3.62431 -0.05460
H 2.16849 3.78050 1.02643
H 3.24206 4.08346 -0.36150
H 1.46219 4.13137 -0.56394
C -2.69396 -1.86465 -2.11370
H -3.10744 -2.80438 -2.50508
H -3.46843 -1.21302 -1.71133
H -2.18498 -1.36610 -2.95110
C -1.93552 -3.92034 -0.26652
H -2.62220 -3.79525 0.58695
H -2.49168 -4.47950 -1.03422
H -1.10637 -4.54347 0.10257
Cl -5.84360 2.77305 5.44131
C -4.55940 2.23312 4.45112
C -4.65531 2.32945 3.06244
C -3.57336 1.92499 2.27164
C -2.41005 1.43801 2.91522
C -2.34695 1.29688 4.30543
C -3.43111 1.70664 5.07876
C -1.33826 0.81475 2.12044
O -1.21507 0.91381 0.85647
O -0.40154 -0.11524 2.72663
H -5.55501 2.70091 2.61404
H -3.60430 1.94793 1.17911
H -1.43052 0.85120 4.72221
H -3.34553 1.58964 6.14044


(2)
57
Properties=species:S:1:pos:R:3 method="wB97M-V/def2-TZVPD" e_above_lowest_kcal_mol=0.0 lumo_energy_ev=-0.183 energy_ha=-3984.4988 e_homo_ev=-5.91
K 0.74746 1.76775 -2.90062
Cl 6.42379 2.80600 -2.08050
C 5.82350 1.16048 -2.41354
Cl 6.91517 0.34853 -3.52486
Cl 5.71935 0.22771 -0.89433
C 4.48971 1.26339 -2.96232
N 3.41728 1.35414 -3.35289
O 0.98212 1.33380 -0.54872
P 0.33929 0.52099 0.51063
N 0.37014 -1.05590 -0.03046
C -0.01711 -2.18361 0.82120
C 0.60101 -3.41197 0.14232
C 0.76929 -2.96567 -1.30615
C 1.18757 -1.51177 -1.15964
N -1.18594 1.07247 0.80413
C -2.20525 0.50185 1.69546
C -3.53121 0.82264 1.01036
C -3.22198 2.12168 0.27673
C -1.83316 1.84967 -0.27961
N 1.10057 0.54610 1.97200
C 0.51216 0.61150 3.31444
C 1.59535 0.00451 4.21264
C 2.88897 0.29398 3.45992
C 2.47576 0.05619 2.01148
H -1.10628 -2.27977 0.87169
H 0.35316 -2.04486 1.84558
H -0.02175 -4.29850 0.25598
H 1.57413 -3.63526 0.58714
H -0.17650 -3.00858 -1.85019
H 1.50002 -3.55453 -1.85932
H 1.01110 -0.94774 -2.07860
H 2.25937 -1.44035 -0.92148
H -2.15833 0.97811 2.67960
H -2.07173 -0.57311 1.83374
H -4.35605 0.89583 1.71829
H -3.76786 0.04319 0.28540
H -3.17816 2.95742 0.97996
H -3.93721 2.35710 -0.50845
H -1.26818 2.76011 -0.47502
H -1.90648 1.25461 -1.19942
H -0.41253 0.03980 3.39144
H 0.29209 1.64790 3.58604
H 1.44392 -1.07578 4.28186
H 1.56832 0.40560 5.22455
H 3.72528 -0.33148 3.76852
H 3.18302 1.33769 3.59096
H 2.52593 -1.01249 1.75835
H 3.09743 0.60355 1.29958
Te -0.79360 -0.51183 -4.80185
C -2.54224 0.01629 -3.74077
C -3.26865 -0.67468 -2.80981
C -4.44971 -0.00326 -2.39724
C -4.60966 1.20968 -2.99711
S -3.30461 1.52723 -4.06712
H -2.97806 -1.65714 -2.46482
H -5.16272 -0.41933 -1.69837
H -5.42729 1.90012 -2.86678


(3)
60
Properties=species:S:1:pos:R:3 method="wB97M-V/def2-TZVPD" e_above_lowest_kcal_mol=19.8 lumo_energy_ev="0.581 / 2.111" energy_ha=-10406.7192 multiplicity=5 e_homo_ev="-4.55 / -4.62" s2=6.3579 charge=-1
Mn 2.85039 -1.26244 0.60979
Se 3.83586 -0.20246 -1.45884
Te 2.13216 -1.63360 -2.60351
Te 2.56764 -4.11211 -1.62277
Se 2.08351 -3.69908 0.80153
Cl 5.84343 -3.13377 -0.59258
C 5.91440 -2.32019 0.92434
C 4.79775 -1.63238 1.38779
C 4.91051 -1.02474 2.62370
Cl 3.49546 -0.16860 3.18652
C 6.05622 -1.06526 3.40890
Cl 6.11624 -0.28341 4.94033
C 7.15765 -1.75630 2.91782
Cl 8.60322 -1.83710 3.85128
C 7.08680 -2.38421 1.67422
Cl 8.46058 -3.24078 1.08286
C 0.52049 1.78904 -2.65444
C -0.65226 2.45351 -1.95273
C -0.35925 3.92856 -1.68875
C -1.92629 2.30228 -2.78183
O -0.87295 1.86858 -0.67443
Si -0.90349 0.34012 -0.08646
S 0.77956 -0.17112 1.03534
O -2.15160 0.33982 0.98281
C -2.68530 1.34835 1.83529
C -1.56257 2.11987 2.52282
C -3.52226 0.60112 2.87098
C -3.57634 2.28595 1.02389
O -1.32039 -0.63879 -1.32760
C -2.15114 -1.80795 -1.34222
C -3.60453 -1.34197 -1.27680
C -1.81900 -2.72193 -0.17160
C -1.89727 -2.52305 -2.66485
H 0.72750 2.27349 -3.61131
H 0.27216 0.74247 -2.84479
H 1.41934 1.82211 -2.03986
H -0.21113 4.46908 -2.62637
H 0.54151 4.02587 -1.08153
H -1.19229 4.38602 -1.15110
H -1.80837 2.79112 -3.75221
H -2.77118 2.76017 -2.26264
H -2.14557 1.24668 -2.94165
H -0.91329 1.43071 3.06380
H -1.97447 2.84772 3.22634
H -0.95971 2.65283 1.78642
H -2.89021 -0.08821 3.43211
H -4.30420 0.02505 2.37260
H -3.99196 1.29812 3.56876
H -2.98872 2.81811 0.27790
H -4.05804 3.01311 1.68253
H -4.35326 1.71177 0.51394
H -3.79004 -0.81624 -0.34052
H -4.27966 -2.19909 -1.34203
H -3.82019 -0.66579 -2.10729
H -2.01689 -2.22041 0.77794
H -0.76596 -3.01094 -0.19022
H -2.42977 -3.62672 -0.21714
H -2.07846 -1.84436 -3.50159
H -2.55618 -3.38808 -2.76557
H -0.86822 -2.87051 -2.70733


(4)
56
Properties=species:S:1:pos:R:3 method="wB97M-V/def2-TZVPD" e_above_lowest_kcal_mol=2.6 lumo_energy_ev=-0.382 energy_ha=-4397.1018 e_homo_ev=-7.80
Zn 0.61056 0.07613 0.57434
C 3.10002 -3.80478 3.34186
S 1.38872 -3.37325 3.67678
C 1.25093 -1.75036 2.99636
S 2.55308 -0.96925 2.19800
N 0.06924 -1.23018 3.20731
N -0.03910 -0.04635 2.54313
C -0.40062 1.02208 3.11769
C -0.25243 2.26746 2.34275
C -0.71590 3.48399 2.81740
C -0.46930 4.62896 2.07619
C 0.23019 4.52213 0.88746
C 0.65538 3.26775 0.47571
N 0.43057 2.16949 1.18930
H 3.23683 -4.78850 3.79151
H 3.78322 -3.09515 3.80128
H 3.30169 -3.85740 2.27491
H -0.69226 1.05159 4.16446
H -1.25736 3.52322 3.75315
H -0.82237 5.59070 2.42435
H 0.44275 5.38859 0.27757
H 1.18452 3.11918 -0.45658
C -3.25843 0.09803 -2.26712
Si -2.52475 0.69938 -0.64547
C -2.59854 2.58002 -0.64147
C -3.58143 0.07799 0.77692
O -1.00889 0.15938 -0.51119
H -4.33577 0.27615 -2.31894
H -3.08795 -0.97596 -2.38059
H -2.79908 0.60020 -3.12328
H -3.59034 2.93515 -0.93501
H -1.87406 3.00160 -1.34430
H -2.38178 2.98730 0.35065
H -4.60516 0.45726 0.72007
H -3.15977 0.39521 1.73495
H -3.62789 -1.01400 0.78534
Cl 4.11714 -3.44590 -2.32612
C 2.57769 -3.18314 -1.58423
C 1.63104 -4.19309 -1.54042
C 0.41277 -3.92119 -0.94502
C 0.18552 -2.65656 -0.42801
N 1.11317 -1.70169 -0.46634
C 2.29270 -1.95225 -1.02657
H 1.85108 -5.16355 -1.96396
H -0.35815 -4.67586 -0.88271
H -0.76021 -2.38332 0.02099
H 3.02269 -1.15368 -1.02534
C 0.87814 -0.13811 -3.86038
C 1.27420 1.16627 -3.19339
O 1.08767 1.13062 -1.78604
H 0.97549 -0.05976 -4.94482
H -0.16008 -0.38609 -3.62748
H 1.50889 -0.95993 -3.51812
H 0.69921 1.99472 -3.62395
H 2.32983 1.38176 -3.36636
H 0.16671 0.82701 -1.58724